This record from OMol25 describes a 11-piece molecular cluster, H24NO10 overall. The level of theory is the ωB97M-V functional and the def2-TZVPD basis.

Geometry as ORCA input:
```
! RIJCOSX wB97M-V def2-TZVPD def2/J DEFGRID3
* xyz 1 1
N -12.311 -13.539 -41.812
H -11.363 -14.090 -41.845
H -11.998 -12.641 -41.313
H -13.239 -14.003 -41.574
H -12.351 -13.354 -42.895
O -12.390 -15.814 -43.506
H -12.299 -16.089 -44.373
H -12.669 -16.731 -43.239
O -11.827 -12.083 -45.709
H -12.721 -12.547 -45.452
H -11.551 -12.426 -46.661
O -14.567 -15.192 -39.653
H -14.066 -15.809 -39.613
H -14.339 -14.470 -39.060
O -14.559 -11.834 -44.218
H -14.517 -10.928 -44.619
H -15.283 -12.223 -43.861
O -11.185 -10.929 -39.855
H -11.188 -10.135 -39.387
H -11.086 -10.582 -40.763
O -15.401 -13.830 -42.760
H -16.067 -13.790 -41.979
H -15.733 -14.617 -43.111
O -9.981 -12.125 -42.306
H -9.818 -12.861 -42.895
H -9.261 -11.769 -41.845
O -14.253 -10.549 -39.907
H -13.518 -10.298 -40.383
H -13.821 -10.448 -39.027
O -9.599 -16.324 -43.360
H -10.532 -16.313 -43.636
H -9.394 -15.376 -43.358
O -11.081 -13.536 -39.205
H -10.968 -12.694 -39.785
H -10.153 -14.053 -39.143
*
```

Computed properties:
E_HOMO in eV: -14.16
Relative energy (zero: lowest compared OMol25 entry of this formula, charge and spin) in kcal/mol: 119.1
Electronic energy in eV: -22345.632
Orbital gap in eV: 10.8363
LUMO level in Eh: -0.12198

natural (NBO) atomic charge list, values in e, 8 entries: -0.93 0.46 0.47 0.50 0.46 -0.95 0.48 0.49

***

This record from OMol25 describes C3H3MnO2 as an isolated structure. The level of theory is the ωB97M-V functional and the def2-TZVPD basis.

Geometry as ORCA input:
```
! RIJCOSX wB97M-V def2-TZVPD def2/J DEFGRID3
* xyz 2 7
O 0.461 -0.339 -0.059
C 1.509 0.314 -0.006
O 2.687 0.081 -0.049
Mn 4.447 0.780 0.091
C -1.051 0.242 0.024
C -2.058 -0.587 -0.033
H -0.993 1.324 0.135
H -3.057 -0.150 0.052
H -1.944 -1.665 -0.155
*
```

Computed properties:
E_HOMO (alpha / beta) in eV: -17.67 / -18.06
Relative energy (zero: lowest compared OMol25 entry of this formula, charge and spin) in kcal/mol: 55.3
Electronic energy in eV: -38550.952
Orbital gap (alpha / beta) in eV: 5.4625 / 5.6816
LUMO level (alpha / beta) in Eh: -0.44864 / -0.45486

natural (NBO) atomic charge list, values in e, 8 entries: -0.44 0.85 -0.86 1.88 0.11 -0.35 0.24 0.29

***

This record from OMol25 describes C22H39AgNO8SSi as an isolated structure. The level of theory is the ωB97M-V functional and the def2-TZVPD basis.

Geometry as ORCA input:
```
! RIJCOSX wB97M-V def2-TZVPD def2/J DEFGRID3
* xyz -1 1
Ag -0.285 -1.507 0.717
C -5.812 -2.640 1.864
C -4.979 -1.431 1.539
C -5.119 -0.249 2.260
C -4.341 0.862 1.966
C -3.417 0.788 0.936
C -3.270 -0.376 0.191
C -4.049 -1.477 0.502
S -2.334 2.149 0.621
O -2.939 3.327 1.178
O -1.957 2.088 -0.761
N -0.985 1.864 1.493
C -1.030 2.020 2.956
C 0.132 1.262 3.590
C -0.158 -0.244 3.689
O -0.649 -0.664 4.731
O 0.150 -0.956 2.666
H -6.370 -2.499 2.789
H -5.183 -3.524 1.976
H -6.527 -2.846 1.064
H -5.836 -0.200 3.070
H -4.450 1.783 2.522
H -2.548 -0.442 -0.612
H -3.914 -2.390 -0.067
H -0.509 1.014 1.203
H -1.972 1.645 3.371
H -0.968 3.084 3.178
H 0.272 1.636 4.604
H 1.043 1.443 3.015
C -2.888 -3.323 -3.276
C -1.696 -4.081 -3.857
C -1.949 -5.583 -3.781
C -1.451 -3.663 -5.306
O -0.517 -3.845 -3.100
Si 0.015 -2.450 -2.384
O -0.909 -1.942 -1.204
O 1.515 -2.833 -1.811
C 2.723 -3.158 -2.490
C 3.477 -1.866 -2.794
C 2.461 -3.923 -3.786
C 3.525 -4.022 -1.523
O 0.169 -1.368 -3.628
C -0.023 0.052 -3.631
C -1.516 0.356 -3.629
C 0.613 0.548 -4.924
C 0.652 0.705 -2.428
H -3.800 -3.578 -3.820
H -2.733 -2.246 -3.343
H -3.011 -3.577 -2.222
H -2.825 -5.861 -4.370
H -2.111 -5.880 -2.743
H -1.081 -6.124 -4.162
H -2.331 -3.867 -5.921
H -0.603 -4.218 -5.713
H -1.218 -2.599 -5.354
H 2.902 -1.258 -3.494
H 4.453 -2.082 -3.237
H 3.625 -1.296 -1.875
H 1.885 -3.311 -4.482
H 1.894 -4.832 -3.582
H 3.411 -4.189 -4.256
H 3.688 -3.480 -0.590
H 4.493 -4.291 -1.952
H 2.971 -4.934 -1.297
H -1.991 -0.105 -4.499
H -1.695 1.432 -3.653
H -1.972 -0.037 -2.721
H 0.151 0.054 -5.781
H 1.681 0.321 -4.931
H 0.483 1.627 -5.025
H 0.200 0.345 -1.504
H 0.525 1.788 -2.460
H 1.718 0.471 -2.419
*
```

Computed properties:
E_HOMO in eV: -6.19
Electronic energy in eV: -64038.154
Orbital gap in eV: 8.8472
LUMO level in Eh: 0.09776

Mulliken atomic charge list, values in e, 8 entries: 0.29 -1.42 0.82 -0.72 -0.77 0.07 -0.15 -0.72

***

This record from OMol25 describes an isolated ion of composition C6H9N2S and charge +1. The level of theory is the ωB97M-V functional and the def2-TZVPD basis.

Geometry as ORCA input:
```
! RIJCOSX wB97M-V def2-TZVPD def2/J DEFGRID3
* xyz 1 1
C -1.765 -1.230 0.091
C -3.112 -0.728 0.265
C -0.442 0.787 -0.251
C 0.580 -1.375 -0.345
C 1.614 -0.261 -0.040
C 1.455 2.229 0.075
N -0.705 -0.643 -0.306
N 0.813 0.958 -0.122
S -3.798 0.667 -0.229
H -1.558 -2.301 0.019
H -3.740 -1.243 0.838
H 0.585 -1.968 -1.278
H 0.618 -2.053 0.563
H 2.213 -0.342 0.905
H 2.325 -0.246 -0.798
H 2.461 2.300 -0.496
H 0.821 3.242 -0.038
H 1.636 2.207 1.146
*
```

Computed properties:
E_HOMO (alpha / beta) in eV: -12.67 / -12.67
Relative energy (zero: lowest compared OMol25 entry of this formula, charge and spin) in kcal/mol: 90.0
Electronic energy in eV: -20172.280
SMILES: C[N+]1=C=[N+](/C=C\[S-])CC1
Orbital gap (alpha / beta) in eV: 6.3675 / 6.3670
LUMO level (alpha / beta) in Eh: -0.23169 / -0.23170

natural (NBO) atomic charge list, values in e, 8 entries: 0.26 -0.43 0.23 -0.27 -0.25 -0.43 -0.29 -0.35

***

This record from OMol25 describes an isolated ion of composition C3H7N2O and charge +1. The level of theory is the ωB97M-V functional and the def2-TZVPD basis.

Geometry as ORCA input:
```
! RIJCOSX wB97M-V def2-TZVPD def2/J DEFGRID3
* xyz 1 1
C 0.145 -0.751 -0.998
C -0.248 -0.974 0.476
C 0.458 1.313 0.043
N 0.531 0.684 -1.175
N -0.451 0.430 0.918
O 1.645 0.903 -0.339
H 0.779 -1.470 -1.435
H -0.624 -0.908 -1.693
H -1.032 -1.634 0.502
H 0.590 -1.422 0.905
H 0.077 2.393 0.162
H -1.431 0.627 0.766
H -0.438 0.809 1.868
*
```

Computed properties:
E_HOMO in eV: -15.21
Relative energy (zero: lowest compared OMol25 entry of this formula, charge and spin) in kcal/mol: 112.0
Electronic energy in eV: -8241.284
SMILES: C1CN2O[C@@H]2[NH2+]1
Orbital gap in eV: 11.3794
LUMO level in Eh: -0.14091

natural (NBO) atomic charge list, values in e, 8 entries: -0.29 -0.25 0.34 -0.09 -0.54 -0.29 0.26 0.24

***

This record from OMol25 describes C4H7BrCl2 as an isolated structure. The level of theory is the ωB97M-V functional and the def2-TZVPD basis.

Geometry as ORCA input:
```
! RIJCOSX wB97M-V def2-TZVPD def2/J DEFGRID3
* xyz 0 1
C -0.643 -0.625 -1.782
C 0.656 0.824 1.853
C -0.785 -0.669 -0.247
C 0.704 0.432 0.425
Cl -2.357 -0.215 0.331
Cl 0.727 1.873 -0.690
Br 2.224 -0.709 -0.070
H -0.329 0.397 -2.137
H 0.059 -1.361 -2.221
H -1.673 -0.871 -2.129
H 1.755 0.684 2.321
H -0.028 0.118 2.340
H 0.262 1.819 2.108
H -0.571 -1.695 -0.100
*
```

Computed properties:
E_HOMO in eV: -9.88
Relative energy (zero: lowest compared OMol25 entry of this formula, charge and spin) in kcal/mol: 19.9
Electronic energy in eV: -99347.286
Orbital gap in eV: 10.4684
LUMO level in Eh: 0.02162

natural (NBO) atomic charge list, values in e, 8 entries: -0.67 -0.72 -0.19 -0.06 -0.01 -0.04 0.04 0.23

***

Q: The highest electronic energy belongs to which entry?
A: C3H7N2O

***

Q: Among the records above, which one has the lowest electronic energy?
A: C4H7BrCl2

***

Q: Which of these has the highest electronic energy?
A: C3H7N2O

***

Q: Number 6 is which compound?
A: C4H7BrCl2